No. 1
A gas-phase ion, C22H17ClF2N (charge +1), computed with ωB97M-V/def2-TZVPD.

```
43
Properties=species:S:1:pos:R:3:forces:R:3:mulliken_charge:R:1
C 1.570 2.359 -2.160 -0.23 0.33 -0.40 -1.62
C 1.689 1.273 -1.181 1.08 -0.43 0.75 -0.14
N 2.687 1.139 -0.333 -1.03 0.36 -0.64 0.21
C 2.589 -0.061 0.418 -0.04 -0.67 0.16 -0.40
C 3.526 -0.593 1.285 -0.17 -0.18 0.09 -0.85
C 3.304 -1.893 1.763 -0.36 0.42 -0.39 -0.60
C 2.153 -2.603 1.367 0.00 0.93 -0.33 -0.10
Cl 1.926 -4.215 1.924 -0.04 0.11 -0.02 -0.17
C 1.196 -2.020 0.507 0.24 0.19 0.06 -0.15
C 1.436 -0.730 0.020 0.16 -0.53 0.02 0.16
C 0.756 0.100 -1.063 1.37 -0.46 0.54 0.54
C -0.678 0.496 -0.831 -1.76 0.96 0.21 0.52
C -0.880 1.335 0.450 0.39 -0.14 -0.14 0.03
C -0.792 2.736 0.390 0.11 0.15 0.04 -0.42
C -0.936 3.522 1.539 -0.12 -0.28 0.12 -0.82
C -1.327 2.929 2.752 0.23 -0.10 -0.32 -0.60
C -1.412 1.543 2.785 -0.27 -0.53 0.44 -0.24
F -1.857 0.925 3.934 0.71 0.66 -1.17 -0.30
C -1.092 0.734 1.686 -0.20 0.22 0.58 -0.49
C -1.575 -0.741 -1.030 -0.05 -0.13 -0.38 -0.47
C -1.437 -1.398 -2.267 -0.23 -0.34 0.36 -0.74
C -2.125 -2.584 -2.526 0.03 0.32 -0.01 -0.72
C -2.960 -3.159 -1.564 0.24 0.19 0.03 -0.74
C -3.078 -2.490 -0.358 -0.53 -0.19 0.57 0.17
F -3.812 -3.074 0.649 0.54 0.75 -1.03 -0.31
C -2.484 -1.250 -0.101 0.11 -0.30 0.00 -0.22
H 0.760 2.115 -2.856 0.15 0.22 0.14 0.34
H 1.327 3.295 -1.642 0.07 -0.10 -0.18 0.38
H 2.486 2.510 -2.748 -0.13 -0.09 0.30 0.50
H 3.440 1.816 -0.218 -0.15 -0.15 -0.13 0.33
H 4.391 0.006 1.560 0.00 -0.36 0.08 0.44
H 4.027 -2.362 2.419 -0.10 0.03 -0.03 0.44
H 0.307 -2.578 0.208 0.29 0.10 0.08 0.56
H 0.832 -0.442 -2.018 0.03 0.12 0.07 0.97
H -0.957 1.188 -1.644 0.11 -0.18 0.10 0.81
H -0.600 3.232 -0.569 -0.16 -0.21 0.38 0.58
H -0.751 4.602 1.493 -0.32 -0.48 -0.02 0.40
H -1.548 3.518 3.644 0.10 -0.22 -0.30 0.46
H -1.051 -0.349 1.797 -0.11 0.38 0.14 0.98
H -0.799 -0.974 -3.045 -0.19 -0.19 0.17 0.48
H -1.999 -3.055 -3.497 -0.11 0.00 0.17 0.41
H -3.510 -4.080 -1.751 0.23 0.20 0.15 0.47
H -2.742 -0.721 0.813 0.12 -0.35 -0.24 0.91
```
Positions in Å, forces in eV/Å.

Its electronic energy is -42531.320 eV. For the gap between HOMO and LUMO, the calculation gives 7.8 eV. As for the HOMO energy: -12.084 eV. The SMILES is CC1=[NH+]c2ccc(Cl)cc2[C@H]1C(c1cccc(F)c1)c1cccc(F)c1. As for the total charge: +1.



No. 2
A molecular structure, C22H17ClFN3O8ReS3, computed with ωB97M-V/def2-TZVPD.

```
56
Properties=species:S:1:pos:R:3:forces:R:3:mulliken_charge:R:1
Re -1.183 -0.491 -0.340 0.10 0.32 0.38 1.00
O -3.167 0.252 1.889 -0.22 -0.02 0.53 -0.44
Cl -3.507 0.591 0.567 0.29 -0.06 -0.83 1.88
O -4.746 1.214 0.409 -0.26 0.09 -0.08 -0.65
O -2.406 1.397 -0.047 0.22 0.19 0.26 -0.66
O -3.390 -0.650 -0.276 0.16 -0.34 0.34 -0.74
O 5.501 -4.498 -1.585 0.07 0.02 -0.03 -0.47
C 4.478 -5.261 -1.139 -0.05 0.00 0.02 0.59
O 4.628 -6.437 -0.977 0.03 -0.01 -0.01 -0.54
C 3.188 -4.556 -0.868 -0.11 0.01 0.05 0.68
C 2.825 -3.366 -1.488 0.01 -0.03 0.01 -1.01
C 1.607 -2.764 -1.208 0.03 0.13 -0.17 0.03
C 0.745 -3.340 -0.288 -0.04 -0.01 0.13 0.63
S -0.835 -2.681 0.169 0.01 -0.19 -0.13 -0.45
C 1.097 -4.547 0.323 -0.06 0.01 0.07 -0.83
C 2.300 -5.152 0.028 0.09 0.03 -0.08 -0.86
H 5.273 -3.563 -1.531 -0.01 -0.01 0.00 0.30
H 3.464 -2.903 -2.232 0.01 -0.02 0.01 0.35
H 1.333 -1.857 -1.730 -0.02 -0.10 0.07 0.27
H 0.421 -5.001 1.036 0.01 0.02 -0.01 0.46
H 2.577 -6.089 0.490 0.01 0.00 0.00 0.43
F -1.285 -0.297 -6.478 0.00 0.00 -0.03 -0.33
C -1.259 -0.373 -5.138 0.00 -0.01 0.08 0.37
C -1.168 -1.617 -4.541 0.00 0.03 -0.05 -0.70
C -1.140 -1.689 -3.158 0.04 -0.05 0.07 -0.18
C -1.194 -0.533 -2.365 -0.24 0.00 -0.36 0.19
C -1.299 0.705 -3.022 0.08 0.02 0.12 -0.15
C -1.328 0.796 -4.403 0.00 -0.02 -0.07 -0.74
H -1.126 -2.505 -5.157 0.00 0.00 0.01 0.47
H -1.078 -2.664 -2.690 0.00 0.03 -0.01 0.45
H -1.360 1.622 -2.444 -0.01 0.00 -0.02 0.43
H -1.409 1.747 -4.912 0.00 0.00 0.01 0.46
N -2.579 6.114 3.205 -0.02 0.02 -0.06 -0.53
C -1.941 4.894 3.287 0.07 -0.07 0.02 1.11
C -0.550 4.807 3.155 -0.07 0.01 0.00 -0.73
C 0.082 3.579 3.196 0.10 0.04 -0.07 -0.39
C -0.664 2.421 3.363 0.01 -0.15 0.01 -0.14
C -2.042 2.494 3.517 -0.04 0.05 0.10 -0.46
C -2.677 3.718 3.475 0.04 0.02 -0.01 -0.87
S 0.117 0.845 3.377 0.10 0.11 -0.10 1.03
O -0.669 -0.039 4.175 -0.05 -0.09 -0.05 -0.70
O 1.519 1.045 3.659 -0.11 0.04 -0.01 -0.70
N 0.011 0.320 1.815 -0.19 -0.03 -0.03 -0.42
C 0.958 0.637 0.960 -0.19 -0.08 0.15 0.70
S 2.466 1.475 1.093 0.09 0.01 0.05 -0.06
C 2.672 1.345 -0.634 -0.09 -0.09 -0.12 -0.67
C 1.660 0.677 -1.210 0.32 0.14 -0.05 -0.54
N 0.697 0.262 -0.312 -0.10 0.02 -0.19 0.10
H -2.021 6.938 3.352 -0.01 -0.01 0.02 0.22
H -3.513 6.171 3.572 0.02 0.01 0.01 0.23
H 0.036 5.709 3.029 -0.02 0.00 0.00 0.29
H 1.159 3.520 3.119 0.00 -0.02 0.00 0.47
H -2.606 1.590 3.689 0.01 0.04 0.03 0.60
H -3.753 3.773 3.598 0.01 0.01 0.00 0.32
H 3.542 1.759 -1.116 -0.02 -0.01 -0.01 0.45
H 1.536 0.457 -2.258 0.01 0.01 0.00 0.43
```
Positions in Å, forces in eV/Å.

Its electronic energy is -93807.920 eV. The expectation value of S² is 3.78. For the gap between HOMO and LUMO (alpha / beta), the calculation gives 8.1 / 6.8 eV. As for the spin multiplicity: 4. As for the relative energy (zero: lowest compared OMol25 entry of this formula, charge and spin): 0.881 eV. As for the HOMO energy (alpha / beta): -8.393 / -8.460 eV.



No. 3
A molecular structure, C22H17ClI2N2O3Tc, computed with ωB97M-V/def2-TZVPD.

```
48
Properties=species:S:1:pos:R:3:forces:R:3:mulliken_charge:R:1
Tc -0.164 0.379 -0.280 0.03 0.15 0.09 -0.11
I 0.130 0.664 2.306 -0.04 -0.28 -0.21 0.44
C 0.051 2.729 2.085 0.05 0.45 0.25 0.99
C 0.160 3.569 3.169 -0.01 -0.27 -0.04 -0.64
C 0.147 4.955 2.961 -0.02 0.17 -0.16 -0.69
C 0.046 5.459 1.688 0.01 -0.05 0.19 -0.93
C -0.054 4.592 0.577 0.00 -0.02 -0.01 0.68
C -0.124 5.093 -0.741 -0.02 -0.15 -0.20 -0.52
C -0.196 4.253 -1.841 -0.01 0.29 0.12 -1.10
C -0.215 2.881 -1.647 -0.04 -0.36 0.14 -0.03
C -0.180 2.305 -0.360 0.10 0.40 -0.08 0.82
C -0.064 3.187 0.775 -0.03 -0.06 -0.12 0.09
H 0.258 3.175 4.172 0.00 0.03 0.00 0.46
H 0.226 5.623 3.807 0.00 -0.03 0.02 0.43
H 0.048 6.529 1.526 0.00 -0.01 -0.03 0.45
H -0.103 6.166 -0.893 0.00 0.00 0.03 0.48
H -0.218 4.671 -2.837 -0.01 -0.04 -0.01 0.44
H -0.240 2.231 -2.520 0.04 0.01 -0.02 0.63
C 3.177 -4.669 -0.096 0.00 0.09 0.05 -1.68
C 1.772 -4.222 -0.409 -0.04 -0.10 0.08 0.96
C 0.950 -5.058 -1.167 0.00 0.06 0.02 -0.68
C -0.380 -4.761 -1.410 -0.05 -0.10 -0.06 -0.08
Cl -1.341 -5.839 -2.357 0.03 0.04 0.04 -0.19
C -0.956 -3.620 -0.876 -0.03 0.06 0.05 -0.65
C -0.150 -2.774 -0.136 0.01 -0.10 -0.27 0.77
C 1.194 -3.051 0.072 -0.03 0.41 -0.11 0.20
O 1.856 -2.080 0.814 0.27 -0.49 0.38 -0.41
C 3.076 -1.575 0.323 -0.15 0.13 -0.18 0.04
C 2.859 -0.178 -0.222 -0.02 0.00 -0.04 -0.04
O 3.622 0.711 -0.332 0.00 -0.04 0.09 -0.43
O 1.541 -0.020 -0.718 -0.14 0.01 -0.13 -0.61
H 3.217 -5.757 -0.091 0.01 0.00 0.00 0.48
H 3.500 -4.327 0.887 0.00 0.04 -0.01 0.37
H 3.902 -4.329 -0.838 -0.02 0.02 -0.01 0.36
H 1.362 -5.978 -1.561 -0.01 0.00 0.00 0.47
H -2.008 -3.417 -1.030 -0.01 0.01 -0.02 0.55
H -0.567 -1.897 0.357 -0.02 -0.02 0.12 -0.34
H 3.473 -2.154 -0.510 0.02 -0.11 -0.01 0.21
H 3.824 -1.546 1.113 -0.02 0.07 0.01 0.37
I -5.837 -2.043 0.498 -0.07 -0.06 0.02 0.28
C -4.305 -0.819 -0.095 0.09 0.07 -0.01 -0.85
C -4.358 0.232 -0.999 0.00 0.04 -0.04 0.05
N -3.134 0.757 -1.086 0.08 -0.03 -0.09 -0.16
N -2.262 0.113 -0.277 0.16 -0.31 0.13 0.25
C -2.984 -0.849 0.330 -0.07 0.09 0.02 -0.59
H -5.181 0.638 -1.566 -0.01 -0.02 0.02 0.49
H -2.838 1.558 -1.621 -0.02 0.03 0.00 0.20
H -2.533 -1.507 1.054 0.00 -0.03 -0.01 0.76
```
Positions in Å, forces in eV/Å.

Its electronic energy is -63117.058 eV. The expectation value of S² is 0.81. For the gap between HOMO and LUMO (alpha / beta), the calculation gives 4.6 / 5.3 eV. As for the spin multiplicity: 2. As for the relative energy (zero: lowest compared OMol25 entry of this formula, charge and spin): 0.000 eV. As for the HOMO energy (alpha / beta): -13.763 / -13.763 eV. As for the total charge: +2.



No. 4
A molecular structure, C22H17ClIrO4PS5, computed with ωB97M-V/def2-TZVPD.

```
51
Properties=species:S:1:pos:R:3:forces:R:3:mulliken_charge:R:1
Ir -1.512 0.200 0.657 1.04 -2.84 0.79 0.63
Cl -1.430 2.129 -1.626 -0.08 0.21 -0.25 -0.11
C -0.371 1.376 -2.780 0.32 -0.38 -0.09 0.69
C -0.397 1.743 -4.117 -0.18 0.19 0.22 -0.63
C 0.432 1.102 -5.021 0.00 -0.08 0.09 -0.53
C 1.279 0.092 -4.595 -0.01 0.10 -0.05 -0.80
C 1.308 -0.267 -3.261 0.01 0.04 0.17 -0.44
C 0.496 0.376 -2.332 -0.80 0.12 0.13 0.22
P 0.514 -0.072 -0.562 -0.01 0.30 1.87 0.64
C 1.459 -1.625 -0.613 -0.36 -0.04 0.15 -0.05
C 2.829 -1.708 -0.387 -0.13 0.16 -0.02 0.16
C 3.479 -2.918 -0.553 0.13 -0.08 -0.03 -0.77
C 2.777 -4.041 -0.958 -0.07 0.01 -0.01 -0.49
C 1.409 -3.963 -1.176 0.01 -0.11 -0.05 -0.84
C 0.749 -2.763 -0.991 0.03 0.18 0.13 -0.17
C 1.653 1.136 0.175 0.06 -0.11 -0.05 0.94
C 1.933 2.381 -0.375 -0.05 -0.30 0.03 -0.69
C 2.736 3.267 0.323 0.08 0.16 0.05 -0.66
C 3.289 2.905 1.541 -0.01 -0.04 0.02 -0.59
C 3.011 1.660 2.090 -0.02 0.09 0.08 -0.94
C 2.171 0.792 1.424 -0.10 -0.06 -0.09 -0.50
H -1.067 2.523 -4.440 -0.10 0.09 -0.04 0.48
H 0.402 1.380 -6.062 -0.01 0.06 -0.11 0.39
H 1.916 -0.418 -5.298 0.08 -0.06 -0.10 0.42
H 1.964 -1.056 -2.932 0.09 -0.10 0.00 0.37
H 3.386 -0.832 -0.087 0.04 0.01 -0.02 0.43
H 4.542 -2.982 -0.373 0.07 0.00 0.01 0.42
H 3.294 -4.979 -1.103 0.03 -0.06 0.01 0.40
H 0.861 -4.837 -1.491 -0.07 -0.08 0.01 0.43
H -0.321 -2.689 -1.133 -0.10 -0.10 -0.07 0.45
H 1.522 2.657 -1.335 0.01 0.08 -0.07 0.36
H 2.920 4.251 -0.083 0.08 0.06 -0.05 0.42
H 3.929 3.589 2.077 0.04 0.11 0.00 0.40
H 3.425 1.383 3.049 0.01 -0.01 0.03 0.43
H 1.891 -0.158 1.862 0.08 0.00 0.10 0.69
O -3.956 -2.337 6.428 -0.15 -0.10 0.37 -0.55
C -3.344 -1.995 5.463 0.27 0.08 -0.55 0.58
S -3.325 -2.899 3.935 -0.20 0.00 -0.18 -0.17
C -2.290 -1.814 3.032 0.53 1.27 1.82 0.33
C -1.830 -0.701 3.710 -0.79 -2.09 -0.24 0.00
S -0.809 0.493 3.072 0.84 0.28 -2.42 -0.27
S -2.331 -0.545 5.380 -0.12 0.33 -0.06 -0.15
S -1.887 -2.230 1.438 1.08 1.92 -1.89 -0.30
C -5.380 2.006 0.788 0.82 -0.34 0.15 -1.13
S -3.875 1.121 1.244 -2.83 0.35 1.16 1.34
O -2.763 2.081 1.087 0.62 0.06 -0.32 -0.73
O -4.015 0.612 2.585 -0.42 0.51 -0.56 -0.47
O -3.717 0.052 0.226 0.35 0.11 -0.07 -0.68
H -5.299 3.007 1.187 -0.02 0.19 0.11 0.34
H -6.238 1.495 1.204 -0.03 -0.17 0.09 0.36
H -5.421 2.021 -0.292 -0.04 0.08 -0.21 0.35
```
Positions in Å, forces in eV/Å.

Its electronic energy is -110105.170 eV. For the gap between HOMO and LUMO (alpha / beta), the calculation gives 5.0 / 5.0 eV. As for the relative energy (zero: lowest compared OMol25 entry of this formula, charge and spin): 2.115 eV. As for the HOMO energy (alpha / beta): -6.730 / -6.730 eV.



- Which value of electronic energy does entry 1 give?
  -42531.320 eV



- Among the records above, which one has the highest electronic energy?
  C22H17ClF2N



- What is the electronic energy in the second record?
  -93807.920 eV



- Which of these has the lowest electronic energy?
  C22H17ClIrO4PS5